ORCA calculation (ωB97M-V/def2-TZVPD) on 10 unconnected molecules or ions with the total composition C31H89N13O10.

Structure (XYZ):
```
143
C31H89N13O10 | the Open Molecules 2025 dataset | ωB97M-V/def2-TZVPD
O 1.58 -0.14 -3.85
O 0.09 0.53 1.21
O -7.80 -2.96 2.86
O 4.60 4.76 -3.30
O 3.50 -2.53 1.83
O -3.50 -2.71 4.72
O -3.41 -5.25 1.95
O 0.81 5.73 2.21
O -1.21 -2.73 -3.03
O -4.29 0.37 -1.53
N 2.22 -2.13 -5.73
N -2.69 -2.81 6.85
N -3.33 3.87 -2.25
N 6.00 1.47 -2.25
N -1.75 -4.83 3.42
N 4.61 0.48 1.94
N -1.61 -1.58 5.27
N 0.61 -4.98 -3.89
N -5.64 -2.38 3.07
N -2.70 4.85 2.95
N -1.02 -1.48 2.49
N -6.62 -3.42 4.82
N -1.29 -5.96 1.49
C -2.69 -2.35 5.57
C 5.57 3.78 -3.06
C -1.56 -1.35 -2.92
C 2.38 -0.69 -6.03
C -6.76 -2.97 3.53
C 5.01 2.56 -2.34
C 1.93 0.03 -2.50
C -2.23 -5.38 2.29
C -1.23 5.02 3.18
C 2.99 0.64 3.70
C 1.13 -0.18 -6.73
C 1.09 -5.29 -1.52
C -2.71 -1.81 0.74
C -0.73 3.78 3.86
C 3.77 -0.34 2.83
C 5.10 6.05 -3.55
C 2.67 0.08 -4.72
C 0.15 -4.65 -2.52
C -1.30 -1.32 1.06
C 2.80 -3.52 1.10
C -3.45 3.11 0.03
C -4.44 1.74 -1.87
C -0.52 5.35 1.84
C 1.92 5.17 1.55
C -1.21 0.17 0.70
C -0.07 -3.14 -2.30
C -3.29 2.64 -1.43
C -5.35 -0.42 -2.09
C 4.64 2.95 -0.89
C 2.91 -1.24 1.96
C 0.56 1.79 0.81
H -6.13 0.14 -2.61
H -5.74 -0.90 -1.19
H 3.36 -4.45 1.20
H -2.82 -2.83 1.12
H -2.77 4.35 2.06
H 1.20 -0.38 -1.79
H 3.64 1.14 4.43
H -0.62 -1.89 0.43
H 4.15 2.25 -2.95
H -2.95 -1.91 -0.32
H -4.29 4.23 -2.14
H 0.23 -0.50 -6.22
H 2.25 0.23 4.39
H -0.79 -4.87 3.71
H -0.81 -5.17 -2.50
H 1.92 -1.42 2.40
H -5.31 2.21 -1.40
H 1.25 -6.32 -1.84
H 1.11 -0.61 -7.73
H 2.92 -0.40 -2.29
H -2.54 3.62 0.35
H 3.59 2.65 -0.73
H 0.59 -5.22 -0.55
H 1.77 5.02 0.47
H 0.18 2.67 1.32
H 2.73 5.89 1.60
H 4.49 -0.88 3.46
H -2.28 2.24 -1.52
H -0.45 -6.23 1.96
H -3.29 -3.61 7.00
H -0.66 4.52 1.13
H -0.21 -5.18 -4.45
H -3.55 -1.23 1.13
H 5.40 0.67 -2.05
H 2.07 -4.80 -1.53
H 5.92 6.25 -2.85
H -2.36 -1.14 -3.63
H 1.78 -3.67 1.48
H -3.38 3.57 -3.22
H 5.57 6.10 -4.54
H 0.35 3.92 3.99
H -4.60 1.83 -2.95
H 6.01 3.43 -4.01
H -2.43 -4.30 3.95
H -0.81 2.87 3.26
H -1.18 5.92 3.80
H 5.10 2.42 -0.06
H -0.64 -0.79 -3.11
H -2.09 -2.62 7.62
H 1.88 -2.63 -6.55
H 2.71 1.16 -4.91
H -1.52 -1.35 4.27
H 0.49 1.98 -0.27
H -1.30 3.66 4.78
H 3.25 -0.47 -6.66
H -2.95 5.77 2.56
H 1.14 0.92 -6.72
H -3.54 2.25 0.69
H 2.04 1.04 -2.08
H 4.34 6.80 -3.37
H -0.09 -1.09 2.64
H 1.10 -4.25 -4.40
H 2.73 -3.19 0.07
H 6.43 1.26 -3.15
H -1.80 -1.05 -1.90
H 6.43 4.23 -2.53
H 5.26 0.98 2.53
H -5.56 -2.13 2.10
H 1.65 1.76 0.94
H 2.56 1.47 3.15
H -1.57 -6.30 0.59
H -1.28 0.30 -0.39
H -7.38 -3.77 5.37
H -0.90 -2.49 2.63
H 0.80 -2.56 -2.61
H 4.61 4.02 -0.69
H 5.24 -0.04 1.33
H 1.40 -2.04 -5.13
H -0.90 6.17 1.23
H 3.64 -0.20 -4.30
H -4.31 3.77 0.12
H -0.19 -2.97 -1.23
H -0.91 -1.36 5.95
H -4.84 -2.24 3.69
H -4.98 -1.22 -2.72
H 2.61 -0.80 1.01
H -1.90 0.81 1.25
H 2.15 4.18 1.96
H -5.67 -3.55 5.11
```

## Properties
- frontier orbital gap (eV) = 8.65
- HOMO level (Ha) = -0.313
- charge = 0
- structure (SMILES) = COC[C@H](C)N.COC[C@H](C)N.COC[C@H](C)N.COC[C@H](C)N.COC[C@H](C)N.COC[C@H](C)N.COC[C@H](C)N.NC(N)=O.NC(N)=O.NC(N)=O
- ΔE to the lowest compared entry with this formula, charge and spin (kJ/mol) = 252.3
- DFT total energy (a.u.) = -2698.6589

Here are the Löwdin charges for atoms 1 to 99, given in e: number 1, O, carries -0.192; number 2, O, carries -0.212; number 3, O, carries -0.017; number 4, O, carries -0.182; number 5, O, carries -0.188; number 6, O, carries -0.028; number 7, O, carries 0.023; number 8, O, carries -0.197; number 9, O, carries -0.176; number 10, O, carries -0.198; number 11, N, carries 0.043; number 12, N, carries 0.161; number 13, N, carries 0.026; number 14, N, carries 0.036; number 15, N, carries 0.160; number 16, N, carries 0.025; number 17, N, carries 0.165; number 18, N, carries 0.043; number 19, N, carries 0.153; number 20, N, carries 0.039; number 21, N, carries 0.052; number 22, N, carries 0.150; number 23, N, carries 0.152; number 24, C, carries -0.637; number 25, C, carries -0.234; number 26, C, carries -0.073; number 27, C, carries -0.418; number 28, C, carries -0.678; number 29, C, carries -0.412; number 30, C, carries -0.119; number 31, C, carries -0.695; number 32, C, carries -0.415; number 33, C, carries -0.062; number 34, C, carries -0.065; number 35, C, carries -0.071; number 36, C, carries -0.035; number 37, C, carries -0.057; number 38, C, carries -0.402; number 39, C, carries -0.110; number 40, C, carries -0.199; number 41, C, carries -0.410; number 42, C, carries -0.393; number 43, C, carries -0.103; number 44, C, carries -0.064; number 45, C, carries -0.219; number 46, C, carries -0.185; number 47, C, carries -0.108; number 48, C, carries -0.143; number 49, C, carries -0.194; number 50, C, carries -0.419; number 51, C, carries -0.083; number 52, C, carries -0.047; number 53, C, carries -0.196; number 54, C, carries -0.119; number 55, H, carries 0.087; number 56, H, carries 0.090; number 57, H, carries 0.092; number 58, H, carries 0.068; number 59, H, carries 0.013; number 60, H, carries 0.070; number 61, H, carries 0.077; number 62, H, carries 0.114; number 63, H, carries 0.112; number 64, H, carries 0.068; number 65, H, carries 0.070; number 66, H, carries 0.076; number 67, H, carries 0.076; number 68, H, carries 0.094; number 69, H, carries 0.137; number 70, H, carries 0.098; number 71, H, carries 0.131; number 72, H, carries 0.078; number 73, H, carries 0.077; number 74, H, carries 0.088; number 75, H, carries 0.044; number 76, H, carries 0.052; number 77, H, carries 0.053; number 78, H, carries 0.087; number 79, H, carries 0.049; number 80, H, carries 0.088; number 81, H, carries 0.138; number 82, H, carries 0.126; number 83, H, carries 0.089; number 84, H, carries 0.107; number 85, H, carries 0.090; number 86, H, carries 0.065; number 87, H, carries 0.078; number 88, H, carries 0.059; number 89, H, carries 0.072; number 90, H, carries 0.083; number 91, H, carries 0.094; number 92, H, carries 0.076; number 93, H, carries 0.067; number 94, H, carries 0.089; number 95, H, carries 0.079; number 96, H, carries 0.118; number 97, H, carries 0.123; number 98, H, carries 0.072; number 99, H, carries 0.065

---

ORCA calculation (ωB97M-V/def2-TZVPD) on 10 unconnected molecules or ions with the total composition C31H89N13O10.

Structure (XYZ):
```
143
C31H89N13O10 | the Open Molecules 2025 dataset | ωB97M-V/def2-TZVPD
O -0.18 1.48 -1.25
O -0.11 -2.55 1.37
O 3.76 3.04 5.70
O -4.38 3.12 -1.95
O -2.17 -1.99 -2.59
O 0.08 3.82 1.73
O -3.23 -0.86 4.36
O 1.92 -2.86 -4.24
O -0.05 1.92 -5.22
O 5.03 -0.63 3.45
N -0.14 -0.75 -0.74
N 3.78 0.63 1.03
N 2.17 0.34 3.47
N 0.50 0.61 0.69
N -1.67 0.12 -6.74
N -2.57 -3.60 -4.00
N -3.28 -2.62 1.04
N 1.12 -3.48 3.00
N 1.22 -5.60 -1.80
N -0.44 4.30 -0.85
N -3.22 -0.10 -0.52
N 1.47 -4.10 0.98
N -3.18 -3.83 -1.92
C 5.46 -0.79 2.11
C 4.50 -1.86 3.95
C 0.87 2.16 -4.15
C -1.22 1.33 -4.68
C -3.54 0.46 -5.26
C 2.46 1.63 4.09
C -4.17 2.19 -0.91
C 4.90 -1.02 -0.25
C 1.58 -4.99 -3.05
C 4.39 -0.67 1.08
C -0.44 4.91 2.46
C -3.58 -2.40 2.51
C -3.25 -0.98 2.95
C -2.66 -3.02 -2.83
C 1.02 6.20 -0.37
C 0.15 0.48 -0.57
C -3.84 0.75 -1.49
C 0.78 -5.53 -4.16
C 0.94 4.68 -0.45
C 1.20 3.96 0.88
C 1.12 2.26 4.39
C 1.68 -3.44 -2.95
C 1.29 -1.60 -4.28
C -2.91 -3.54 3.26
C -5.11 0.04 -1.96
C 4.51 3.20 6.88
C -2.25 1.04 -5.79
C -2.91 0.55 4.73
C 0.82 -3.29 1.75
C 3.57 1.64 5.26
C -4.29 4.44 -1.49
H 5.50 2.76 6.79
H -4.86 -0.87 -2.50
H -3.63 0.92 5.46
H -4.31 0.30 -6.01
H 2.03 -3.90 3.11
H -3.81 -0.21 2.43
H 4.20 -0.97 -1.09
H -1.86 -3.41 2.99
H 1.58 2.99 0.57
H 1.66 4.34 -1.20
H -0.70 0.42 -6.73
H 2.96 0.13 2.88
H -5.03 2.12 -0.24
H -3.12 -4.58 3.01
H -3.24 -4.79 -2.23
H 1.11 -6.60 -1.89
H -4.66 -2.48 2.63
H 0.56 6.52 0.57
H -1.07 5.40 1.72
H 0.70 -3.15 -2.56
H 3.13 1.01 6.04
H 4.63 4.22 7.23
H -2.29 -2.80 1.17
H 0.23 5.69 2.83
H 0.43 2.83 -3.41
H -1.64 -0.67 -6.11
H 0.21 -1.46 -4.31
H -2.92 -4.55 -4.01
H 0.71 -6.62 -4.24
H 2.92 0.66 0.50
H 0.59 6.68 -1.25
H 0.57 1.86 5.24
H 1.44 1.32 -3.76
H 3.66 -2.25 3.38
H -3.28 2.51 -0.37
H 1.95 4.58 1.37
H -0.12 -1.31 0.10
H -1.04 4.21 -0.04
H 4.01 2.77 7.75
H 2.46 -3.13 -2.26
H 1.59 2.79 -4.66
H 3.56 -1.34 1.30
H -1.54 2.05 -3.92
H -3.03 1.30 3.95
H -2.47 1.96 -6.33
H -0.61 -1.09 -1.57
H -3.24 -0.45 -4.76
H 0.77 1.49 1.11
H 5.26 -2.63 3.98
H -2.21 -3.22 -4.85
H 0.66 -0.26 1.18
H 0.51 2.35 3.50
H 0.30 -5.25 -1.53
H 1.55 0.71 2.76
H 2.92 2.33 3.40
H -1.91 0.75 5.09
H -3.37 4.66 -0.94
H 5.74 -0.39 -0.54
H -5.06 4.81 -0.81
H 4.20 -1.63 4.97
H 2.03 6.60 -0.38
H -4.02 1.06 -4.48
H -5.70 0.73 -2.55
H 1.29 -5.24 -5.08
H 1.69 -1.14 -5.18
H 1.75 -0.95 -3.53
H -2.20 -0.79 2.71
H -2.94 -3.55 -0.98
H 4.49 1.25 0.67
H -0.26 -5.21 -4.26
H 4.51 1.11 5.11
H -3.23 -1.68 0.67
H -5.78 -0.13 -1.11
H -1.02 0.39 -4.17
H -2.63 -0.76 -1.01
H -1.01 4.58 3.33
H 0.63 -2.93 3.69
H 6.08 0.06 1.84
H 5.06 -2.08 -0.44
H -2.46 0.46 -0.17
H 1.28 3.22 4.88
H -2.92 -3.31 4.32
H -0.23 3.32 -0.97
H 2.30 -4.46 1.43
H 6.03 -1.71 2.00
H -3.22 0.90 -2.37
H 2.62 -5.28 -3.21
H -4.31 5.15 -2.31
H 1.33 -4.23 -0.01
```

## Properties
- ⟨S²⟩ = 0.756
- multiplicity = 2
- frontier orbital gap (alpha / beta) (eV) = 9.03 / 3.01
- HOMO level (alpha / beta) (Ha) = -0.403 / -0.403
- charge = +1
- ΔE to the lowest compared entry with this formula, charge and spin (kJ/mol) = 13.6
- DFT total energy (a.u.) = -2698.2463

Here are the Löwdin charges for atoms 1 to 99, given in e: number 1, O, carries 0.004; number 2, O, carries -0.044; number 3, O, carries -0.195; number 4, O, carries -0.154; number 5, O, carries 0.032; number 6, O, carries -0.236; number 7, O, carries -0.158; number 8, O, carries -0.151; number 9, O, carries -0.171; number 10, O, carries -0.186; number 11, N, carries 0.197; number 12, N, carries 0.062; number 13, N, carries 0.064; number 14, N, carries 0.178; number 15, N, carries 0.064; number 16, N, carries 0.196; number 17, N, carries 0.101; number 18, N, carries 0.202; number 19, N, carries 0.035; number 20, N, carries 0.054; number 21, N, carries 0.269; number 22, N, carries 0.207; number 23, N, carries 0.193; number 24, C, carries -0.196; number 25, C, carries -0.097; number 26, C, carries -0.096; number 27, C, carries -0.217; number 28, C, carries -0.050; number 29, C, carries -0.405; number 30, C, carries -0.156; number 31, C, carries -0.072; number 32, C, carries -0.452; number 33, C, carries -0.495; number 34, C, carries -0.090; number 35, C, carries -0.371; number 36, C, carries -0.229; number 37, C, carries -0.780; number 38, C, carries -0.061; number 39, C, carries -0.695; number 40, C, carries -0.316; number 41, C, carries -0.067; number 42, C, carries -0.397; number 43, C, carries -0.194; number 44, C, carries -0.068; number 45, C, carries -0.176; number 46, C, carries -0.120; number 47, C, carries -0.035; number 48, C, carries -0.018; number 49, C, carries -0.129; number 50, C, carries -0.440; number 51, C, carries -0.051; number 52, C, carries -0.717; number 53, C, carries -0.116; number 54, C, carries -0.105; number 55, H, carries 0.084; number 56, H, carries 0.082; number 57, H, carries 0.087; number 58, H, carries 0.094; number 59, H, carries 0.112; number 60, H, carries 0.117; number 61, H, carries 0.071; number 62, H, carries 0.050; number 63, H, carries 0.097; number 64, H, carries 0.136; number 65, H, carries 0.065; number 66, H, carries 0.008; number 67, H, carries 0.137; number 68, H, carries 0.094; number 69, H, carries 0.113; number 70, H, carries 0.086; number 71, H, carries 0.138; number 72, H, carries 0.061; number 73, H, carries 0.080; number 74, H, carries 0.101; number 75, H, carries 0.110; number 76, H, carries 0.084; number 77, H, carries 0.033; number 78, H, carries 0.097; number 79, H, carries 0.073; number 80, H, carries 0.043; number 81, H, carries 0.067; number 82, H, carries 0.114; number 83, H, carries 0.085; number 84, H, carries 0.059; number 85, H, carries 0.080; number 86, H, carries 0.075; number 87, H, carries 0.073; number 88, H, carries 0.053; number 89, H, carries 0.115; number 90, H, carries 0.132; number 91, H, carries 0.052; number 92, H, carries 0.039; number 93, H, carries 0.080; number 94, H, carries 0.123; number 95, H, carries 0.092; number 96, H, carries 0.127; number 97, H, carries 0.121; number 98, H, carries 0.074; number 99, H, carries 0.143